No. 1
Here is a cluster of 6 separate species, C43H75IN6O8 in total from OMol25. Energies are from ωB97M-V/def2-TZVPD.

Its LUMO energy is -0.372 eV.

CARTESIAN COORDINATES (ANGSTROEM)
1 I 1.30169 -4.52490 3.13137
2 O -2.62530 2.11044 4.71851
3 O -1.00444 7.57574 0.37163
4 O -3.70658 -3.00587 0.20266
5 O -3.55515 -7.42734 -2.11296
6 O 6.77823 5.25921 -1.05189
7 O 3.18411 0.29512 -1.75008
8 O -5.78823 -0.78901 -3.87108
9 O -1.25704 0.23683 0.29407
10 N -2.82907 -0.11697 4.56698
11 N 3.01905 2.17041 0.55468
12 N -2.00078 6.77664 -1.47046
13 N -3.60668 -1.24773 -3.62791
14 N 8.87274 4.66481 -1.58715
15 N -5.79608 -7.34229 -2.14658
16 C -1.07509 4.52256 3.03241
17 C 1.94625 -3.63849 -0.51122
18 C -4.40995 -2.12556 1.06843
19 C 10.32107 4.69051 -1.51036
20 C -4.72319 -1.08937 -4.38517
21 C 3.73064 -5.38318 0.14456
22 C 2.55839 -2.39850 -0.78080
23 C 2.47306 0.12568 -0.78371
24 C -1.40447 -2.51921 0.94400
25 C 3.94402 2.65944 -0.19483
26 C -4.57600 -5.86631 -0.61339
27 C 2.11084 1.20785 0.18027
28 C 5.34480 2.73005 0.33337
29 C -2.49775 -1.50261 4.83808
30 C -4.79968 -0.78292 0.42797
31 C 1.14523 2.22592 2.97816
32 C 1.87874 -1.22608 -0.49310
33 C -0.03355 -4.99383 0.33728
34 C 0.31900 2.17685 1.66777
35 C -0.05265 0.06420 0.33153
36 C -1.09352 4.28781 1.52436
37 C -2.23131 1.00531 5.05234
38 C 0.66313 -3.67841 0.04764
39 C 3.71584 3.21445 -1.57374
40 C -0.01455 -2.47808 0.33140
41 C 0.15304 3.57085 1.00062
42 C -2.50102 6.81278 -2.83044
43 C -2.26549 -1.60199 -4.05105
44 C 8.52847 6.37035 0.14280
45 C -1.06915 0.81942 5.99993
46 C -4.58515 -6.93646 -1.67767
47 C 0.06505 -7.01735 1.89505
48 C -7.11175 -6.87517 -1.75493
49 C 0.86532 1.15716 0.70414
50 C -4.58401 -1.30123 -5.87543
51 C -1.36863 7.76216 -0.77664
52 C 7.97766 5.39603 -0.87162
53 C -1.14329 9.07723 -1.48725
54 C -0.10193 -5.47736 1.81960
55 C 0.59246 -1.26493 0.05231
56 C 3.93705 -2.35875 -1.40872
57 C -2.44277 -2.50756 -0.18384
58 C 2.67902 -4.91480 -0.87688
59 H 3.06477 2.57376 -2.16189
60 H -1.10269 -5.26137 2.17850
61 H 6.04398 2.34007 -0.40555
62 H 9.11318 5.84848 0.90124
63 H -1.30750 3.60993 3.57454
64 H 0.47388 2.27391 3.83334
65 H -3.35508 -2.01314 5.28081
66 H -1.54622 -3.41866 1.53573
67 H -5.55343 -1.14019 -6.33656
68 H 4.50084 -3.26687 -1.23180
69 H 4.50961 -1.52802 -1.00150
70 H 0.60090 -7.28842 2.80084
71 H 10.65512 5.40575 -0.76692
72 H -4.25519 -2.31849 -6.09125
73 H 0.36269 -5.77974 -0.29292
74 H -1.51504 -1.66595 1.61179
75 H 1.84727 1.39688 3.05861
76 H 10.74180 4.96874 -2.47790
77 H -1.07475 -4.87442 0.02844
78 H 1.04897 4.18540 1.10132
79 H -2.20746 -1.74356 -5.12475
80 H -1.86316 5.23797 3.28127
81 H 4.51642 -4.64366 0.27978
82 H -5.10366 -6.20636 0.27926
83 H -5.81344 -0.52933 0.73536
84 H 8.44228 4.03581 -2.24654
85 H -7.70255 -7.70517 -1.36288
86 H -3.54782 -5.64653 -0.34748
87 H -4.15564 0.01305 0.80554
88 H -4.73118 -0.81503 -0.65603
89 H -1.57592 -0.80676 -3.76149
90 H -2.23283 -2.01356 3.90956
91 H -0.63292 9.75099 -0.80624
92 H -2.09340 9.52533 -1.78045
93 H -1.17928 5.25477 1.02311
94 H -2.49305 -1.53296 -0.67079
95 H -1.38308 0.28060 6.89484
96 H -2.01401 6.04085 -3.42902
97 H -0.13559 4.96969 3.36065
98 H -3.57654 6.62772 -2.83883
99 H -1.96460 -2.52747 -3.55641
100 H -1.98296 3.71560 1.24235
101 H -7.03645 -6.10936 -0.99085
102 H 2.00687 -5.74485 -1.06999
103 H -5.73451 -8.05674 -2.85444
104 H -0.69484 1.86943 1.92634
105 H -3.59383 0.07674 3.93926
106 H 10.69877 3.70300 -1.24060
107 H -3.76278 -1.09409 -2.64398
108 H -7.63325 -6.45730 -2.61767
109 H -5.03774 -4.95068 -0.98115
110 H -0.92146 -7.48083 1.90355
111 H -2.06003 -3.20642 -0.93604
112 H -2.31046 7.77837 -3.28631
113 H -3.83154 -1.97360 1.98704
114 H -0.26013 0.27141 5.51476
115 H -0.02883 3.39639 -0.06580
116 H 7.69509 6.87115 0.62540
117 H 4.19770 -6.29517 -0.23590
118 H 1.73952 3.14059 2.99641
119 H -0.70366 1.79973 6.29044
120 H 3.26620 4.20434 -1.48232
121 H 0.61471 -7.39903 1.03642
122 H 3.26032 -5.64581 1.08871
123 H -1.65936 -1.57233 5.52261
124 H 4.66862 3.28418 -2.09525
125 H -2.12082 5.92593 -0.94209
126 H 3.19682 -4.73565 -1.82114
127 H -5.32412 -2.65491 1.33898
128 H 3.88408 -2.20043 -2.48621
129 H 5.43448 2.12806 1.23531
130 H -0.52394 8.93605 -2.37383
131 H 9.15577 7.11886 -0.34229
132 H -3.86951 -0.59535 -6.30052
133 H 5.61497 3.76509 0.55641

Atoms 1-6, force components in eV/Å:
I -0.183 0.152 0.080
O 0.003 -0.085 0.083
O 0.028 0.136 -0.030
O -0.023 0.341 0.050
O 0.000 0.024 0.022
O 0.010 0.016 -0.006

No. 2
Here is a structure of composition C43H81F3InN4O4 from OMol25. Energies are from ωB97M-V/def2-TZVPD.

As for the charge: -1. Its LUMO energy is 1.573 eV.

CARTESIAN COORDINATES (ANGSTROEM)
1 In 3.64886 -1.69553 -5.20138
2 F 5.59687 -5.36116 -2.15767
3 F 4.32894 -3.40368 -1.65534
4 F 3.84126 -4.77915 -3.68067
5 O -1.49015 -2.13779 5.83468
6 O -0.35416 -3.50692 4.06614
7 O 3.08355 -0.46332 -9.94673
8 O 6.46084 -4.10858 -4.79871
9 N 1.59255 4.48719 7.48820
10 N -4.30196 -4.02169 10.02722
11 N -0.39466 0.65618 13.08713
12 N -5.58529 3.68856 -5.42195
13 C 1.74653 -0.16384 -3.18493
14 C 3.90162 -2.86106 -8.21636
15 C 1.97481 2.56990 10.77513
16 C 1.87834 0.54675 -6.88107
17 C -3.67338 -3.15202 9.58734
18 C 1.84216 -1.07633 2.02136
19 C 4.90166 -4.19760 -2.79626
20 C 0.13938 6.62645 7.96422
21 C 2.69011 1.80284 11.87992
22 C 0.68976 0.55880 12.68776
23 C -4.92388 -1.12701 -5.73506
24 C -1.17672 -4.61505 6.39554
25 C -3.57624 -0.30187 -5.20911
26 C 6.03391 -3.32062 -3.59853
27 C -3.80142 1.31498 -5.33890
28 C 0.81157 0.02726 -1.84895
29 C 3.47830 -3.42991 -6.70515
30 C 0.81972 -0.69994 -6.76133
31 C 2.64517 -2.96264 -9.26428
32 C -1.19132 0.99576 -7.60532
33 C 0.42448 7.22351 9.34188
34 C 0.05114 6.29085 10.48702
35 C -6.40846 4.01586 -4.67348
36 C 5.58031 -1.79306 -3.98416
37 C -0.16727 -2.22352 3.36104
38 C -1.52515 -1.90161 9.73990
39 C -1.64810 -1.53762 11.21400
40 C 1.93066 -1.73901 -3.65983
41 C 1.71691 -0.55422 -0.56886
42 C -1.00522 -3.29945 5.38638
43 C -6.85424 2.67964 -1.95873
44 C -2.80567 0.94478 -7.89662
45 C -3.53580 1.94639 -6.82567
46 C 2.06026 0.44084 12.16968
47 C -7.45333 4.41768 -3.72091
48 C -0.46916 -0.46831 -7.80182
49 C 2.57655 -1.77201 -10.38879
50 C 1.07788 -0.12482 0.89362
51 C -7.04701 4.15820 -2.27063
52 C -2.87732 -2.04327 9.04184
53 C 0.95444 5.43353 7.69362
54 C 0.94969 -2.46086 2.14984
55 C 3.41041 0.20680 -6.40660
56 H -0.65448 -1.41639 11.65667
57 H -3.26411 -0.12890 -7.97399
58 H -4.52383 2.41963 -7.27070
59 H -6.12344 4.69997 -2.03363
60 H 0.24382 6.77779 11.44811
61 H -3.51921 -0.53691 -4.04006
62 H 3.74310 1.10419 -5.69317
63 H 1.96543 1.99660 9.84297
64 H 6.46635 -1.28411 -4.60055
65 H -5.47595 -0.60114 -6.62271
66 H -6.04401 2.24689 -2.55392
67 H -0.70652 1.70958 -8.43027
68 H 2.23018 -2.45939 -2.78756
69 H 0.38590 -2.59883 1.11166
70 H -1.28258 -1.28256 -7.52445
71 H -2.57531 -0.70738 -5.66175
72 H 1.58518 -3.05346 -8.75791
73 H 2.82141 -0.13374 -0.66387
74 H 1.40394 0.51752 -4.09167
75 H 4.12822 0.25780 -7.35558
76 H -0.20560 -0.56694 -1.97347
77 H -0.40256 -4.52424 7.26962
78 H 4.76647 -3.56608 -8.63957
79 H -4.71294 -2.27390 -5.92715
80 H -0.13555 -0.59972 -8.92994
81 H 1.93138 0.87482 -8.00762
82 H 0.66123 1.17126 -1.64486
83 H 4.38193 -1.79571 -8.11645
84 H 1.76563 -1.73445 -0.64022
85 H -0.95092 -2.83107 9.64482
86 H -7.76949 2.11429 -2.15970
87 H -2.96036 1.43967 -8.97178
88 H -8.38714 3.89007 -3.94680
89 H -2.29645 -4.60952 6.77822
90 H -5.67426 -1.09944 -4.80747
91 H -7.65712 5.48815 -3.84417
92 H 2.90051 -1.35534 1.60024
93 H 1.41922 -1.61055 -10.63259
94 H -0.95087 -5.63163 5.84570
95 H 2.00088 -0.52032 3.04061
96 H -0.14896 8.15265 9.44823
97 H 0.35048 7.38458 7.20049
98 H 1.49989 1.46525 -6.26200
99 H -1.00990 6.02585 10.44643
100 H 5.44970 -1.10709 -3.02060
101 H -7.82798 4.55466 -1.61008
102 H 1.00062 -2.16495 -4.24597
103 H 3.11028 -2.13257 -11.36656
104 H 2.74418 0.25891 -10.58533
105 H 0.63837 5.36759 10.45955
106 H 2.48383 3.52005 10.58525
107 H 4.18141 -4.33097 -6.44556
108 H 3.73402 1.65090 11.57892
109 H 2.67800 -0.08362 12.90857
110 H 1.25468 -1.75101 -7.04148
111 H -6.59729 2.54728 -0.90309
112 H -0.96211 1.48389 -6.56491
113 H 0.34780 -0.64609 -5.68116
114 H -0.06533 -0.45580 0.85285
115 H 2.79520 -3.98480 -9.86230
116 H -1.19741 -1.85635 2.90333
117 H -2.19433 -0.59787 11.34124
118 H -3.43897 -1.10551 9.12273
119 H 0.94017 2.79733 11.05042
120 H 0.31087 -1.41986 4.08411
121 H -2.70600 -2.21810 7.97286
122 H 2.84269 0.21351 -2.90440
123 H 2.34697 -3.76872 -6.77027
124 H -2.16902 -2.31816 11.77737
125 H -0.94858 -1.11717 9.23427
126 H 1.48455 7.49147 9.42623
127 H -2.78882 2.86429 -6.66844
128 H 7.31096 -4.58013 -4.48800
129 H -3.20565 1.83896 -4.46483
130 H 6.97835 -3.24961 -2.90811
131 H 2.06437 -0.17286 11.26152
132 H -0.92485 6.37869 7.87799
133 H -4.95297 1.51182 -5.09412
134 H 1.61101 -3.39771 2.39142
135 H 2.70637 2.41373 12.79054
136 H 1.17262 1.02177 1.10822

Atoms 1-6, force components in eV/Å:
In -0.581 -0.478 -0.189
F -2.309 3.049 -1.648
F 1.368 -2.804 -3.629
F 3.338 2.077 3.479
O 3.123 -6.584 -3.147
O -1.994 1.770 3.983

No. 3
Here is a cluster of 19 separate species, C43H82Br10N14O5 in total from OMol25. Energies are from ωB97M-V/def2-TZVPD.

Its LUMO energy is -0.347 eV.

CARTESIAN COORDINATES (ANGSTROEM)
1 Br -3.01315 -1.62401 3.33442
2 Br -0.26872 -3.63880 -9.34548
3 Br 2.14827 -2.72191 3.75350
4 Br 2.95370 -2.33508 -4.94919
5 Br -1.79860 -4.70880 5.30826
6 Br 1.02460 -6.18586 -0.85335
7 Br 4.76213 2.03855 -5.43462
8 Br -4.92240 -2.54087 0.35206
9 Br -1.27475 -2.21257 -5.06434
10 Br -1.50141 -5.47023 1.62612
11 O -1.96696 3.71604 4.64639
12 O 4.61553 3.15022 3.89390
13 O 0.94171 0.32601 -2.06295
14 O -2.15284 1.12309 -5.07508
15 O 0.39838 -0.10738 5.79772
16 N 5.30805 1.03041 4.38165
17 N 2.14246 4.07699 0.63230
18 N 0.34577 -0.79882 -0.19325
19 N -0.51904 5.38504 -4.02091
20 N -5.62342 0.79784 -2.55537
21 N -2.37540 2.76630 -6.65798
22 N -4.42208 -3.45210 -3.68433
23 N -4.87058 0.58550 -7.37831
24 N -0.21519 2.56534 3.74642
25 N 5.92005 1.92134 -1.27596
26 N -1.34659 0.39077 7.16574
27 N -3.32226 6.86066 2.23904
28 N 7.22141 -6.00449 1.89746
29 N -3.49942 2.92605 -0.18161
30 C 5.29908 -4.43433 2.63671
31 C 3.39369 1.38566 -1.32902
32 C -2.34887 0.45510 6.11105
33 C 1.60029 5.66252 -2.56308
34 C -2.07537 3.28135 -8.03493
35 C -2.60353 6.48774 1.39442
36 C -0.74852 3.54338 4.47336
37 C 4.81575 1.67782 -1.30405
38 C -3.90207 -4.05219 -2.83483
39 C -0.36494 -7.11967 1.48254
40 C 4.45134 0.05542 -5.40474
41 C -4.79595 -0.26348 -6.60428
42 C 4.43809 4.92826 1.58369
43 C -1.85377 1.59394 -6.22664
44 C -3.24576 3.67944 -5.86554
45 C 0.52840 -3.83847 3.85647
46 C 1.03796 -6.73527 1.03568
47 C -4.42090 -3.12289 3.17748
48 C 3.12864 4.44472 1.07889
49 C -1.53207 2.48370 -1.75852
50 C -5.55651 -2.69555 2.19260
51 C 2.99543 -0.35117 -5.12193
52 C -1.68400 6.08578 0.29671
53 C 0.41117 5.57233 -3.35251
54 C -4.63149 0.26276 -2.34542
55 C -1.50029 -3.22359 -6.77174
56 C -0.22136 -2.97015 -7.40320
57 C -4.72439 -1.36494 -5.64095
58 C 4.21868 0.40790 3.57291
59 C 0.15370 -2.17982 0.28709
60 C 6.35368 -5.29296 2.23330
61 C 5.31916 2.33138 4.51146
62 C 0.47807 -0.64013 -1.54015
63 C 1.22604 2.60464 3.45906
64 C -1.79884 0.85677 8.45362
65 C -3.33840 -0.45537 -2.20360
66 C 0.76333 0.27567 0.79215
67 C -2.62827 2.69880 -0.82391
68 C 6.27132 0.19611 5.07994
69 C -0.22278 -3.58347 5.16601
70 C -0.05768 0.01576 6.90828
71 C -3.30057 -4.81446 -1.70950
72 C -1.05116 1.50725 3.15082
73 H -0.58574 2.71982 -1.27190
74 H -1.05631 0.79395 9.24911
75 H -3.00765 3.36496 -8.59347
76 H -0.41374 -7.52153 2.49458
77 H -1.44369 3.12875 -2.63270
78 H 2.54452 0.01611 -4.20003
79 H -3.28111 -0.08166 6.28690
80 H -2.19307 5.77378 -0.61522
81 H 0.93116 -2.53639 0.96275
82 H -0.74556 -2.32349 0.88609
83 H -5.58671 -1.27488 -4.98035
84 H 3.42722 0.30444 -1.19508
85 H 6.97667 0.73610 5.71161
86 H 0.57393 -3.52445 -6.90483
87 H 0.22700 1.21129 0.63379
88 H 3.55638 1.12763 3.09183
89 H 2.43039 6.22686 -2.98800
90 H -0.01078 -1.46910 -2.07497
91 H 6.92216 -0.28117 4.34733
92 H -0.18374 -3.48434 3.11112
93 H 4.57586 -0.32629 2.85077
94 H 4.51221 -5.00112 3.13440
95 H -2.10780 1.68624 3.34976
96 H 2.94720 1.58061 -2.30407
97 H 5.14745 4.10448 1.66300
98 H -6.34830 -3.44373 2.23002
99 H 1.36499 2.74069 2.38655
100 H -2.41963 -4.32544 -1.29369
101 H -4.69567 -3.20494 4.22908
102 H 1.83622 0.37077 0.62494
103 H 2.93235 1.90604 -0.48970
104 H 1.40544 6.21835 -1.64592
105 H 1.73060 3.44207 3.94097
106 H -2.60842 4.50691 -5.55378
107 H -4.75485 -2.27875 -6.23435
108 H 4.22760 5.32168 2.57818
109 H -3.41635 -1.54253 -2.21394
110 H 0.57026 0.02576 7.81259
111 H -6.09978 -1.77077 2.38690
112 H 5.11621 -0.37866 -4.65800
113 H 0.78457 0.08053 1.86433
114 H -0.90329 6.81711 0.08757
115 H -2.26636 1.83834 8.37587
116 H -0.77338 0.49895 3.45784
117 H -0.89217 -7.79163 0.80534
118 H -0.53401 -2.54061 5.22669
119 H -1.49550 2.52921 -8.56984
120 H -2.63032 -0.07924 -1.46519
121 H 3.60785 -0.14348 4.28773
122 H -2.72868 1.46686 5.96897
123 H -3.98609 -4.85726 -0.86313
124 H -3.52186 3.22858 -4.91234
125 H -1.04708 1.65518 2.07091
126 H -0.07333 -1.89066 -7.43288
127 H -1.73031 -4.27527 -6.60097
128 H 4.90139 5.65946 0.92126
129 H -1.25836 1.05600 -6.98051
130 H -1.46101 4.18171 -8.03169
131 H -1.48295 1.45343 -2.11099
132 H 1.86368 4.64597 -2.27093
133 H -4.13815 4.13219 -6.29771
134 H -0.01653 4.25067 4.89304
135 H 1.72678 1.68713 3.76815
136 H -2.04750 0.25030 5.08376
137 H 4.85878 -3.93989 1.77082
138 H 0.01479 -2.96360 -0.45755
139 H 0.89489 -4.85878 3.74354
140 H 5.74754 -3.64554 3.24068
141 H -3.79502 -1.31410 -5.07370
142 H -1.08115 5.22786 0.59445
143 H -2.31290 -2.77862 -7.34599
144 H -2.87659 -0.39000 -3.18878
145 H -2.67015 0.34023 8.85626
146 H 6.04732 2.60951 5.28903
147 H 0.37756 -3.77858 6.05462
148 H 4.82455 -0.25170 -6.38173
149 H 1.27622 -5.89060 1.68211
150 H 2.40575 -0.00978 -5.97271
151 H -3.05493 -5.82631 -2.03186
152 H -3.89722 -4.00494 2.80891
153 H 5.72000 -0.51575 5.69427
154 H 1.66086 -7.61595 1.19223

Atoms 1-6, force components in eV/Å:
Br -0.824 -1.163 -0.427
Br 0.054 0.428 1.281
Br -0.399 -0.123 0.057
Br -0.053 0.806 -0.225
Br 0.112 0.011 -0.024
Br 0.233 -0.184 0.757